1.
The following is a DFT calculation (the ωB97M-V functional and the def2-TZVPD basis) of a structure of composition C4F5N3SbSe4Tc.

## Properties
LUMO energy (alpha / beta) = -9.8 / -9.8 eV
Net charge = +2
Frontier orbital gap (alpha / beta) = 5.685 / 5.681 eV
Relative energy (zero: lowest compared OMol25 entry of this formula, charge and spin) = 35.2 kcal per mole

Each line ends with the Löwdin charge.
Element x y z (Å)
Tc -0.18 -0.56 -0.64  0.983
Se 3.49 4.47 -2.00  0.302
Sb 3.46 4.06 0.21  0.383
Se 2.00 0.44 -0.50  0.214
Se 0.24 1.68 0.22  0.164
Se 3.58 3.83 2.45  0.305
N -1.98 -0.31 -0.71  -0.127
C -3.19 -0.01 -0.70  -0.155
N -4.32 0.31 -0.72  0.241
C -5.63 0.21 -0.78  -0.211
N -6.77 0.13 -0.84  0.252
F 0.50 -2.42 1.52  0.176
C -0.11 -2.29 0.38  -0.412
F 0.84 -2.43 -0.72  -0.081
C -1.22 -3.35 0.18  -0.623
F -0.74 -4.55 0.43  0.232
F -2.22 -3.07 0.99  0.195
F -1.64 -3.30 -1.09  0.162

2.
The following is a DFT calculation (the ωB97M-V functional and the def2-TZVPD basis) of the ion C4F6NO3 with charge -1.

## Properties
LUMO energy = 3.3 eV
Net charge = -1
SMILES string = O=NOC([O-])=C(C(F)(F)F)C(F)(F)F
Frontier orbital gap = 8.233 eV

Each line ends with the Löwdin charge.
Element x y z (Å)
O 3.97 -0.26 -0.58  0.019
N 2.92 -0.82 -0.75  -0.001
O 1.80 -0.05 -0.34  -0.007
C 0.63 -0.79 -0.54  -0.478
O 0.65 -1.83 -1.13  0.063
C -0.45 -0.06 0.01  -0.029
C -0.24 1.21 0.70  -0.572
F 0.53 2.08 -0.02  0.079
F -1.38 1.90 0.99  0.097
F 0.43 1.26 1.86  0.109
C -1.81 -0.57 -0.01  -0.549
F -1.87 -1.78 -0.51  0.158
F -2.68 0.21 -0.85  0.015
F -2.51 -0.50 1.16  0.096

3.
The following is a DFT calculation (the ωB97M-V functional and the def2-TZVPD basis) of a cluster of 3 separate species, C4H10 in total.

## Properties
LUMO energy = 0.0 eV
Frontier orbital gap = 7.926 eV
Relative energy (zero: lowest compared OMol25 entry of this formula, charge and spin) = 125.3 kcal per mole

Each line ends with the Löwdin charge.
Element x y z (Å)
C -0.57 1.11 -0.99  -0.112
C -1.24 0.21 -0.19  -0.384
C -0.82 -0.08 1.12  -0.051
C 2.10 -1.14 -0.06  -0.049
H -1.04 1.05 -2.04  0.072
H 0.15 1.86 -0.65  0.060
H -2.12 -0.39 -0.59  0.117
H 2.80 -1.90 -0.43  0.029
H -1.42 -0.69 1.75  0.055
H -1.06 1.63 1.07  0.240
H 0.20 0.08 1.27  -0.001
H 1.41 -1.30 0.80  0.015
H 1.54 -0.57 -0.82  0.006
H 2.76 -0.41 0.35  0.002

4.
The following is a DFT calculation (the ωB97M-V functional and the def2-TZVPD basis) of a cluster of 3 separate species, C4H10 in total.

## Properties
LUMO energy = 0.0 eV
Frontier orbital gap = 8.565 eV
Relative energy (zero: lowest compared OMol25 entry of this formula, charge and spin) = 108.7 kcal per mole

Each line ends with the Löwdin charge.
Element x y z (Å)
C 0.09 -1.12 1.12  -0.089
C 0.28 0.22 1.19  -0.356
C 1.06 1.22 0.41  -0.056
C -1.23 -0.24 -1.61  -0.045
H -0.15 -1.56 2.08  0.050
H 0.63 -1.70 0.37  0.064
H -0.19 0.70 2.05  0.089
H -1.48 -0.88 -0.77  0.001
H 0.90 2.26 0.67  0.048
H 2.35 0.16 0.91  0.238
H 1.11 1.07 -0.66  0.020
H -2.13 0.08 -2.13  0.018
H -0.64 0.62 -1.34  -0.014
H -0.62 -0.83 -2.30  0.033

5.
The following is a DFT calculation (the ωB97M-V functional and the def2-TZVPD basis) of a cluster of 2 separate species, C4H10B2 in total.

## Properties
LUMO energy = 0.1 eV
SMILES string = C#CBC.BC
Frontier orbital gap = 10.076 eV
Relative energy (zero: lowest compared OMol25 entry of this formula, charge and spin) = 36.9 kcal per mole

Each line ends with the Löwdin charge.
Element x y z (Å)
C 2.12 -2.03 0.57  0.113
C 1.88 -0.83 0.43  -0.044
B 1.87 0.59 -0.20  -0.173
C 2.20 0.85 -1.78  -0.052
H 2.08 -3.05 0.59  0.000
H 1.43 1.38 0.40  0.010
H 2.83 0.12 -2.15  0.026
H 2.66 1.78 -1.85  0.020
H 1.18 0.91 -2.19  0.072
B -2.23 0.50 0.20  -0.054
C -2.93 -0.33 1.28  -0.158
H -2.71 1.51 -0.23  0.020
H -1.07 0.37 0.07  0.002
H -4.09 -0.20 1.32  0.079
H -2.59 -0.10 2.28  0.046
H -2.63 -1.46 1.26  0.092

6.
The following is a DFT calculation (the ωB97M-V functional and the def2-TZVPD basis) of a structure of composition C4H10BeClNO5PSi2.

## Properties
LUMO energy = -8.4 eV
Net charge = +1
Frontier orbital gap = 2.387 eV

Each line ends with the Löwdin charge.
Element x y z (Å)
N 0.80 -1.36 -2.39  0.117
C -0.42 -0.75 -2.01  -0.536
O -1.42 -1.37 -1.82  0.132
C -0.48 0.75 -1.91  -0.152
C -1.00 1.27 -0.56  -0.223
Si 0.07 1.21 0.95  0.091
Cl 0.13 3.22 1.78  0.545
O -0.45 0.30 2.13  -0.355
Si -0.48 -1.37 1.81  0.706
C -2.31 -1.90 1.84  -0.752
O -3.09 -1.48 0.97  0.030
O -2.60 -2.61 2.78  0.056
P 2.27 0.76 0.65  0.619
O 2.70 0.51 -0.72  -0.385
H 1.16 -1.90 -1.63  0.070
H 0.66 -1.98 -3.18  0.100
H 0.42 1.22 -2.25  0.101
H -1.24 1.03 -2.63  0.131
H -1.91 0.72 -0.34  0.101
H -1.29 2.30 -0.70  0.081
H 0.27 -1.67 0.56  0.000
H 0.24 -2.02 2.91  0.005
H 2.77 -0.23 1.53  0.051
H 3.02 2.07 1.12  -0.064
Be 2.17 3.29 1.11  0.529

7.
The following is a DFT calculation (the ωB97M-V functional and the def2-TZVPD basis) of a cluster of 2 separate species, C4H10BrN3 in total.

## Properties
LUMO energy = 0.9 eV
Frontier orbital gap = 8.233 eV
Relative energy (zero: lowest compared OMol25 entry of this formula, charge and spin) = 16.2 kcal per mole

Each line ends with the Löwdin charge.
Element x y z (Å)
C 1.50 1.22 -0.20  -0.191
C 1.07 0.88 1.20  -0.170
C 0.29 1.05 -1.07  -0.052
C -0.45 0.59 1.09  -0.152
N -0.80 0.71 -0.38  -0.305
N -0.20 -2.73 -0.87  -0.021
N -1.94 0.32 -0.86  -0.550
Br -3.32 0.03 0.22  0.629
H 1.78 2.19 -0.10  0.063
H 2.34 0.56 -0.62  0.140
H 1.68 0.04 1.75  0.144
H 1.27 1.76 1.91  0.123
H -0.81 -1.94 -0.64  -0.041
H 0.04 1.14 -2.16  0.139
H -0.72 -0.43 1.48  0.108
H -1.08 1.27 1.60  0.077
H -0.52 -3.61 -0.45  -0.002
H -0.13 -3.06 -1.91  0.061

8.
The following is a DFT calculation (the ωB97M-V functional and the def2-TZVPD basis) of a structure of composition C4H10BrO6P2.

## Properties
LUMO energy = 3.1 eV
Net charge = -1
Frontier orbital gap = 6.670 eV
Relative energy (zero: lowest compared OMol25 entry of this formula, charge and spin) = 6.6 kcal per mole

Each line ends with the Löwdin charge.
Element x y z (Å)
C -0.46 0.96 2.08  -0.080
C -0.33 -2.98 0.39  -0.109
C -1.23 1.28 -1.96  -0.092
C 2.32 0.25 -1.05  -0.778
O 2.50 1.83 1.20  -0.378
O 1.10 2.67 -0.76  -0.371
O -2.10 -0.69 0.40  -0.249
O 0.05 0.55 0.83  -0.335
O 0.12 -1.81 -0.25  -0.277
O -0.65 0.03 -1.61  -0.228
P 1.83 1.56 -0.09  0.309
P -0.73 -0.48 -0.12  0.386
Br 3.09 -1.14 0.03  0.510
H -0.23 0.22 2.85  0.097
H -1.54 1.10 2.03  0.084
H 0.04 1.90 2.31  0.092
H -1.24 -2.78 0.96  0.073
H 0.46 -3.33 1.06  0.083
H -0.53 -3.74 -0.37  0.088
H -0.54 2.09 -1.69  0.051
H -2.19 1.41 -1.44  0.083
H -1.39 1.25 -3.04  0.087
H 1.65 -0.18 -1.77  -0.045

9.
The following is a DFT calculation (the ωB97M-V functional and the def2-TZVPD basis) of a cluster of 2 separate species, C4H10BrOP in total.

## Properties
LUMO energy (alpha / beta) = -2.2 / -2.2 eV
Frontier orbital gap (alpha / beta) = 6.688 / 6.654 eV
Relative energy (zero: lowest compared OMol25 entry of this formula, charge and spin) = 54.2 kcal per mole

Each line ends with the Löwdin charge.
Element x y z (Å)
C 1.59 1.40 -0.51  -0.149
C -1.74 0.26 -0.42  -0.158
C 1.14 -0.04 -0.45  -0.397
C -1.55 -0.89 0.60  -0.248
O 0.65 0.29 2.17  -0.305
P 0.29 -0.58 1.06  0.833
Br 1.45 -3.73 1.50  -0.396
H 0.71 2.06 -0.98  0.108
H 1.81 1.64 0.52  0.052
H 2.49 1.56 -1.27  0.122
H -0.97 1.03 -0.49  0.033
H -1.86 -0.21 -1.42  0.094
H -2.68 0.78 -0.20  0.086
H 2.02 -0.65 -0.42  0.070
H 0.48 -0.30 -1.32  0.096
H -1.77 -1.83 0.09  0.089
H -2.05 -0.81 1.54  0.069

10.
The following is a DFT calculation (the ωB97M-V functional and the def2-TZVPD basis) of a cluster of 2 separate species, C4H10Cl2N2 in total.

## Properties
LUMO energy = 0.7 eV
Frontier orbital gap = 9.865 eV
Relative energy (zero: lowest compared OMol25 entry of this formula, charge and spin) = 8.3 kcal per mole

Each line ends with the Löwdin charge.
Element x y z (Å)
C 0.38 -0.53 -2.07  -0.138
C -0.79 0.03 -1.33  -0.280
C 0.46 -0.33 3.43  -0.600
C -0.44 0.12 0.18  -0.687
N 0.08 0.86 3.17  -0.043
N 0.08 -1.07 0.71  0.015
Cl 2.20 -0.49 3.71  0.508
Cl 0.76 1.57 0.36  0.491
H 0.39 -1.57 -2.18  0.053
H 0.54 -0.01 -3.01  0.082
H 1.32 -0.28 -1.56  0.061
H -1.04 0.99 -1.64  0.063
H -1.77 -0.52 -1.58  0.141
H -1.23 0.54 0.86  0.088
H 0.57 1.72 3.20  0.078
H -0.90 0.79 2.95  0.092
H 0.37 -0.88 1.70  -0.016
H 0.75 -1.62 0.16  0.093

11.
The following is a DFT calculation (the ωB97M-V functional and the def2-TZVPD basis) of the molecule C4H10ClN.

## Properties
LUMO energy = 0.9 eV
SMILES string = CC(C)(N)CCl
Frontier orbital gap = 10.443 eV
Relative energy (zero: lowest compared OMol25 entry of this formula, charge and spin) = 7.0 kcal per mole

Each line ends with the Löwdin charge.
Element x y z (Å)
C 0.77 1.13 -1.04  -0.069
C 0.76 0.00 -0.03  -0.696
C 1.98 -0.92 -0.04  -0.046
N 0.64 0.66 1.35  0.049
C -0.41 -0.89 -0.22  -0.570
Cl -1.95 -0.05 0.02  0.587
H 0.85 0.80 -2.07  0.091
H 1.63 1.72 -0.85  0.070
H -0.08 1.76 -0.90  0.051
H 2.26 -1.21 -1.06  0.086
H 2.84 -0.40 0.39  0.078
H 1.88 -1.86 0.59  0.108
H 0.05 1.50 1.35  0.068
H 1.56 0.97 1.51  0.033
H -0.49 -1.71 0.49  0.077
H -0.41 -1.23 -1.25  0.082

12.
The following is a DFT calculation (the ωB97M-V functional and the def2-TZVPD basis) of the molecule C4H10ClN3.

## Properties
LUMO energy = 0.8 eV
SMILES string = C/N=C\N(N)CCCl
Frontier orbital gap = 9.358 eV
Relative energy (zero: lowest compared OMol25 entry of this formula, charge and spin) = 98.2 kcal per mole

Each line ends with the Löwdin charge.
Element x y z (Å)
C 0.34 3.19 0.78  -0.215
N -0.89 2.29 0.72  -0.068
C -0.70 0.96 0.89  -0.195
N 0.35 0.00 1.00  -0.223
N 1.60 0.17 0.61  -0.006
C -0.03 -1.50 0.82  -0.191
C 0.28 -2.08 -0.60  -0.586
Cl -0.73 -1.39 -1.92  0.518
H 0.80 3.13 1.94  0.096
H 1.22 2.55 0.01  0.102
H 0.26 4.40 0.37  0.112
H -1.54 0.34 0.59  0.091
H 2.25 0.86 1.11  0.128
H 1.63 0.42 -0.34  0.054
H -1.04 -1.65 1.09  0.083
H 0.76 -1.97 1.51  0.140
H 1.34 -1.88 -0.94  0.070
H 0.04 -3.19 -0.50  0.091

13.
The following is a DFT calculation (the ωB97M-V functional and the def2-TZVPD basis) of the molecule C4H10ClN3.

## Properties
LUMO energy = 0.9 eV
SMILES string = C=C(NN)[C@@](C)(N)Cl
Frontier orbital gap = 9.374 eV
Relative energy (zero: lowest compared OMol25 entry of this formula, charge and spin) = 44.2 kcal per mole

Each line ends with the Löwdin charge.
Element x y z (Å)
C 1.24 -1.05 -0.65  0.066
C 0.51 -0.10 -0.07  -0.362
N 1.12 1.11 0.50  -0.094
N 2.45 1.43 0.06  0.030
C -0.97 -0.19 0.13  -0.724
C -1.77 -1.17 -0.71  -0.112
N -1.21 -0.17 1.57  0.050
Cl -1.73 1.47 -0.48  0.527
H 2.31 -0.77 -0.81  0.075
H 0.74 -1.97 -0.85  0.047
H 0.39 1.78 0.50  0.030
H 2.87 2.24 0.48  0.080
H 2.37 1.47 -0.90  0.042
H -2.68 -1.36 -0.28  0.045
H -1.74 -0.90 -1.72  0.054
H -1.41 -2.25 -0.67  0.110
H -0.42 0.38 1.93  0.075
H -2.07 0.06 1.97  0.062

14.
The following is a DFT calculation (the ωB97M-V functional and the def2-TZVPD basis) of a cluster of 2 separate species, C4H10ClNSi in total.

## Properties
LUMO energy (alpha / beta) = 0.3 / 0.3 eV
Frontier orbital gap (alpha / beta) = 7.800 / 7.801 eV
Relative energy (zero: lowest compared OMol25 entry of this formula, charge and spin) = 68.4 kcal per mole

Each line ends with the Löwdin charge.
Element x y z (Å)
C 3.14 -0.26 -0.88  -0.188
C 2.50 -0.34 0.26  -0.118
C -1.79 1.02 -1.65  -0.191
C -0.85 -0.66 2.24  -0.231
N -1.46 0.87 -0.25  -0.231
Si -0.51 -0.40 0.40  0.251
Cl -0.93 -2.07 -0.68  0.333
H 4.22 -0.30 -0.94  0.037
H 2.64 -0.17 -1.83  0.023
H 2.92 -0.44 1.25  -0.018
H -2.80 1.43 -1.74  0.078
H -1.09 1.69 -2.16  0.078
H -1.76 0.05 -2.13  0.034
H -0.77 0.26 2.80  0.021
H -1.84 -1.07 2.40  0.026
H -0.13 -1.36 2.65  0.018
H -1.49 1.74 0.25  0.078